(1)
Molecular formula: C4H12N2
Method: DFT, wB97M-V/def2-TZVPD

As for the relative energy (zero: lowest compared OMol25 entry of this formula, charge and spin): 90.14 kJ/mol. As for the total energy: -7322.0946 eV. The total charge is 0. The spin multiplicity is 1. The value obtained for the HOMO energy is -9.0 eV. As for the LUMO energy: 1.1 eV.

Geometry as XYZ:
```
18
C4H12N2 wB97M-V/def2-TZVPD
C 0.004 1.345 -1.317
N -1.425 1.444 -1.490
C 0.398 -0.086 -0.960
C -0.278 -0.896 0.118
C 0.013 -0.607 1.606
N 1.245 -1.148 2.239
H 0.593 2.015 -0.673
H 0.421 1.640 -2.292
H -1.987 1.079 -0.736
H -1.720 2.355 -1.793
H 1.479 -0.227 -0.869
H 0.235 -0.661 -1.899
H -0.082 -1.964 0.061
H -1.369 -0.809 0.021
H 0.048 0.436 1.910
H -0.837 -1.083 2.108
H 1.241 -2.151 2.188
H 2.021 -0.684 1.779
```

These are the natural (NBO) partial charges, in e, on atoms 1 to 2:
1 C -0.21
2 N -0.85

=====

(2)
Molecular formula: C4H12N2
Method: DFT, wB97M-V/def2-TZVPD

As for the relative energy (zero: lowest compared OMol25 entry of this formula, charge and spin): 109.92 kJ/mol. As for the total energy: -7313.3046 eV. The total charge is +1. The spin multiplicity is 2. The value obtained for the HOMO energy (spin up / spin down) is -13.5 / -13.3 eV. As for the LUMO energy (spin up / spin down): -4.2 / -7.9 eV. As for the expectation value of S²: 0.77.

Geometry as XYZ:
```
18
C4H12N2 wB97M-V/def2-TZVPD
C -2.799 1.775 -0.067
C -2.016 0.664 -0.351
N -0.855 0.768 -1.025
H -2.311 2.731 0.050
H -3.840 1.636 0.174
H -2.435 -0.336 -0.421
H -0.622 1.724 -1.301
H -0.015 0.444 -0.470
C 0.900 -1.033 1.392
N 1.616 -0.432 0.253
C 2.477 -1.430 -0.392
H 0.187 -1.768 1.025
H 1.613 -1.476 2.086
H 0.305 -0.290 1.927
H 2.263 0.231 0.673
H 3.162 -1.829 0.368
H 3.173 -0.974 -1.093
H 1.895 -2.234 -0.830
```

These are the natural (NBO) partial charges, in e, on atoms 1 to 2:
1 C -0.13
2 C 0.08

=====

(3)
Molecular formula: C4H12N2
Method: DFT, wB97M-V/def2-TZVPD

As for the relative energy (zero: lowest compared OMol25 entry of this formula, charge and spin): 794.24 kJ/mol. As for the total energy: -7297.5021 eV. The total charge is +2. The spin multiplicity is 1. The value obtained for the HOMO energy is -17.3 eV. As for the LUMO energy: -10.4 eV.

Geometry as XYZ:
```
18
C4H12N2 wB97M-V/def2-TZVPD
C 0.277 1.194 0.539
C 0.105 1.496 -0.881
C -1.277 0.595 -0.934
C -0.925 -0.642 -0.303
N -1.802 -1.461 0.746
N 2.831 -0.674 0.311
H 1.403 0.948 1.065
H -0.438 1.176 1.471
H 0.940 1.022 -1.631
H 0.558 2.520 -0.848
H -1.964 1.294 -1.312
H 0.106 -1.091 -0.371
H -2.707 -0.996 0.423
H -1.651 -1.229 1.720
H -2.030 -2.447 0.588
H 3.115 -1.523 0.990
H 3.054 0.219 0.608
H 3.332 -0.806 -0.626
```

These are the natural (NBO) partial charges, in e, on atoms 1 to 2:
1 C 0.05
2 C -0.62

=====

(4)
Molecular formula: C4H12N2O
Method: DFT, wB97M-V/def2-TZVPD

As for the relative energy (zero: lowest compared OMol25 entry of this formula, charge and spin): 107.28 kJ/mol. As for the total energy: -9370.0820 eV. The total charge is 0. The spin multiplicity is 1. The value obtained for the HOMO energy is -8.4 eV. As for the LUMO energy: 0.8 eV.

Geometry as XYZ:
```
19
C4H12N2O wB97M-V/def2-TZVPD
C -2.289 -1.217 -1.901
C -1.189 -0.235 -1.436
C 0.665 -0.026 0.133
C 1.728 -0.780 0.965
H -2.999 -0.710 -2.515
H -1.866 -2.019 -2.522
H -2.792 -1.658 -1.076
H -1.636 0.639 -0.999
H -0.608 0.141 -2.298
H -0.068 -1.802 -0.545
H 2.508 -1.100 0.253
H 2.250 -0.137 1.746
H 1.256 -1.656 1.463
H 1.214 1.687 0.811
H 1.021 3.560 2.556
H 1.034 2.202 3.203
N -0.243 -0.790 -0.485
N 0.562 1.229 0.178
O 1.454 2.670 2.468
```

These are the natural (NBO) partial charges, in e, on atoms 1 to 2:
1 C -0.61
2 C -0.21

=====

(5)
Molecular formula: C4H12N2O
Method: DFT, wB97M-V/def2-TZVPD

As for the relative energy (zero: lowest compared OMol25 entry of this formula, charge and spin): 376.66 kJ/mol. As for the total energy: -9367.2900 eV. The total charge is 0. The spin multiplicity is 1. The value obtained for the HOMO energy is -6.9 eV. As for the LUMO energy: 0.3 eV.

Geometry as XYZ:
```
19
C4H12N2O wB97M-V/def2-TZVPD
C 1.939 -0.562 -0.425
C 0.438 -2.396 -0.621
N 0.607 -1.159 -0.498
H 1.898 0.050 0.482
H 2.075 0.088 -1.292
H 2.732 -1.308 -0.381
H 1.265 -3.108 -0.624
H -0.538 -2.842 -0.785
H -0.255 -0.336 -0.304
C -0.880 1.781 -1.043
N -1.272 0.632 -0.213
C -0.975 0.792 1.266
O 0.291 0.597 1.558
H 0.113 2.070 -0.694
H -1.557 2.628 -0.911
H -0.836 1.467 -2.086
H -2.215 0.329 -0.412
H -1.701 0.074 1.732
H -1.363 1.805 1.553
```

These are the natural (NBO) partial charges, in e, on atoms 1 to 2:
1 C -0.46
2 C 0.03

=====

(6)
Molecular formula: C4H12N2O
Method: DFT, wB97M-V/def2-TZVPD

As for the relative energy (zero: lowest compared OMol25 entry of this formula, charge and spin): 241.42 kJ/mol. As for the total energy: -9368.6917 eV. The total charge is 0. The spin multiplicity is 1. The value obtained for the HOMO energy is -8.4 eV. As for the LUMO energy: 0.8 eV.

Geometry as XYZ:
```
19
C4H12N2O wB97M-V/def2-TZVPD
C 0.160 -2.243 0.371
C -0.100 -1.039 1.381
C 0.148 0.343 0.615
C -0.870 1.253 0.463
N -0.796 2.379 -0.390
N 1.487 0.574 0.195
H -0.077 -3.239 0.654
H 1.327 -2.339 0.183
H -0.191 -1.860 -0.649
H 0.600 -1.138 2.259
H -1.199 -1.014 1.731
H -1.790 0.738 0.592
H -1.230 3.202 0.085
H -1.246 2.073 -1.226
H 1.552 1.568 -0.060
H 2.084 0.393 1.024
H 0.174 -0.555 -2.894
H -0.325 0.573 -1.827
O 0.290 0.330 -2.508
```

These are the natural (NBO) partial charges, in e, on atoms 1 to 2:
1 C -0.62
2 C -0.44

=====

(7)
Molecular formula: C4H12N2O
Method: DFT, wB97M-V/def2-TZVPD

As for the relative energy (zero: lowest compared OMol25 entry of this formula, charge and spin): 250.61 kJ/mol. As for the total energy: -9368.5963 eV. The total charge is 0. The spin multiplicity is 1. The value obtained for the HOMO energy is -8.2 eV. As for the LUMO energy: 0.9 eV.

Geometry as XYZ:
```
19
C4H12N2O wB97M-V/def2-TZVPD
C 0.445 -1.642 1.705
C 0.276 -2.066 0.150
C -0.271 -0.975 -0.597
C 0.524 -0.034 -1.031
N 0.100 1.275 -1.424
N -1.713 -0.788 -0.879
H 1.503 -1.484 1.805
H 0.051 -2.314 2.357
H -0.110 -0.712 1.703
H -0.294 -3.043 0.211
H 1.278 -2.396 -0.177
H 1.608 -0.179 -0.925
H 0.411 1.535 -2.319
H -0.949 1.541 -1.388
H -2.127 -1.469 -1.485
H -2.202 -0.651 -0.051
H 0.388 3.775 0.499
H 0.232 5.138 1.113
O 0.848 4.491 0.734
```

These are the natural (NBO) partial charges, in e, on atoms 1 to 2:
1 C -0.59
2 C -0.43

=====

(8)
Molecular formula: C4H12N2O
Method: DFT, wB97M-V/def2-TZVPD

As for the relative energy (zero: lowest compared OMol25 entry of this formula, charge and spin): 133.39 kJ/mol. As for the total energy: -9369.8113 eV. The total charge is 0. The spin multiplicity is 1. The value obtained for the HOMO energy is -8.6 eV. As for the LUMO energy: 0.9 eV.

Geometry as XYZ:
```
19
C4H12N2O wB97M-V/def2-TZVPD
C -0.851 0.376 -0.088
C -0.061 -0.514 0.881
C 1.360 -0.040 1.020
C 2.375 -0.780 0.588
N 1.511 1.185 1.673
N -0.495 0.048 -1.478
H -0.628 1.406 0.211
H -1.905 0.200 0.082
H -0.577 -0.498 1.846
H -0.052 -1.563 0.569
H 3.423 -0.521 0.594
H 2.174 -1.759 0.168
H 0.931 1.454 2.446
H 2.487 1.300 1.919
H 0.471 -0.245 -1.462
H -0.386 0.913 -2.001
H -3.485 -0.477 -3.052
H -2.699 -0.134 -1.808
O -3.593 -0.349 -2.106
```

These are the natural (NBO) partial charges, in e, on atoms 1 to 2:
1 C -0.22
2 C -0.45

=====

(9)
Molecular formula: C4H12N2O
Method: DFT, wB97M-V/def2-TZVPD

As for the relative energy (zero: lowest compared OMol25 entry of this formula, charge and spin): 332.38 kJ/mol. As for the total energy: -9367.7489 eV. The total charge is 0. The spin multiplicity is 1. The value obtained for the HOMO energy is -8.4 eV. As for the LUMO energy: 0.9 eV.

Geometry as XYZ:
```
19
C4H12N2O wB97M-V/def2-TZVPD
C -0.152 0.076 2.008
C -0.027 0.787 0.666
C 0.800 0.131 -0.479
C 0.409 -1.118 -0.828
N 1.212 -1.904 -1.660
N -0.910 0.686 3.186
H 0.764 -0.310 2.312
H -0.644 -0.890 1.577
H -1.094 0.591 0.289
H 0.100 1.898 0.895
H 1.668 0.691 -0.890
H -0.474 -1.745 -0.554
H 0.823 -2.538 -2.294
H 2.229 -2.043 -1.360
H -0.035 1.115 3.735
H -1.438 1.480 2.790
H -0.229 1.514 -2.407
H -1.296 0.835 -1.776
O -1.084 1.084 -2.650
```

These are the natural (NBO) partial charges, in e, on atoms 1 to 2:
1 C -0.22
2 C -0.45

=====

(10)
Molecular formula: C4H12N2O
Method: DFT, wB97M-V/def2-TZVPD

As for the relative energy (zero: lowest compared OMol25 entry of this formula, charge and spin): 130.20 kJ/mol. As for the total energy: -9369.8443 eV. The total charge is 0. The spin multiplicity is 1. The value obtained for the HOMO energy is -9.1 eV. As for the LUMO energy: 0.9 eV.

Geometry as XYZ:
```
19
C4H12N2O wB97M-V/def2-TZVPD
N -1.022 -1.822 -0.182
C -0.485 -0.483 0.125
C 0.983 -0.541 0.543
C 1.429 0.588 1.463
O 1.848 -0.733 -0.604
C -0.706 0.560 -0.969
N -2.084 1.052 -1.018
H -1.983 -1.661 -0.478
H -0.550 -2.194 -0.996
H -1.099 -0.237 1.008
H 1.103 -1.526 1.016
H 1.599 1.481 0.856
H 2.342 0.269 1.952
H 0.653 0.935 2.144
H 2.721 -0.465 -0.340
H 0.012 1.352 -0.711
H -0.406 0.068 -1.896
H -2.177 1.609 -0.175
H -2.178 1.747 -1.736
```

These are the natural (NBO) partial charges, in e, on atoms 1 to 2:
1 N -0.83
2 C -0.07

=====

(11)
Molecular formula: C4H12N2O
Method: DFT, wB97M-V/def2-TZVPD

As for the relative energy (zero: lowest compared OMol25 entry of this formula, charge and spin): 305.80 kJ/mol. As for the total energy: -9368.0244 eV. The total charge is 0. The spin multiplicity is 1. The value obtained for the HOMO energy is -8.6 eV. As for the LUMO energy: 0.8 eV.

Geometry as XYZ:
```
19
C4H12N2O wB97M-V/def2-TZVPD
C 1.186 -1.721 1.999
C 0.083 -1.256 0.974
C 0.244 0.004 0.120
N 0.157 2.450 -1.271
C -0.653 2.050 -0.254
N -0.978 0.841 -0.009
H 0.977 -2.687 2.547
H 2.172 -1.825 1.658
H 1.139 -0.941 2.851
H 0.094 -2.147 0.352
H -0.918 -1.350 1.465
H 0.593 -0.328 -0.861
H 0.980 0.605 0.635
H 0.791 3.146 -1.420
H 0.154 1.760 -2.076
H -1.149 2.840 0.417
H -2.065 -0.958 -2.761
H -1.525 0.070 -1.786
O -1.279 -0.552 -2.580
```

These are the natural (NBO) partial charges, in e, on atoms 1 to 2:
1 C -0.60
2 C -0.41

=====

(12)
Molecular formula: C4H12N2O
Method: DFT, wB97M-V/def2-TZVPD

As for the relative energy (zero: lowest compared OMol25 entry of this formula, charge and spin): 185.90 kJ/mol. As for the total energy: -9369.2670 eV. The total charge is 0. The spin multiplicity is 1. The value obtained for the HOMO energy is -8.9 eV. As for the LUMO energy: 0.9 eV.

Geometry as XYZ:
```
19
C4H12N2O wB97M-V/def2-TZVPD
C 1.310 0.063 0.330
C 0.073 -0.797 0.224
C -1.068 -0.107 0.986
C -2.115 0.379 0.352
N -1.100 -0.388 2.385
N 1.418 1.006 -0.807
H 1.423 0.562 1.330
H 2.144 -0.626 0.320
H 0.197 -1.862 0.429
H -0.295 -0.793 -0.810
H -2.882 0.874 0.876
H -2.168 0.258 -0.748
H -2.086 -0.265 2.637
H -0.415 0.016 2.993
H 0.707 1.713 -0.774
H 2.340 1.431 -0.856
H 1.559 -0.359 -2.580
H 0.023 -0.468 -3.027
O 0.932 -0.636 -3.260
```

These are the natural (NBO) partial charges, in e, on atoms 1 to 2:
1 C -0.22
2 C -0.46

=====

(13)
Molecular formula: C4H12N2O
Method: DFT, wB97M-V/def2-TZVPD

As for the relative energy (zero: lowest compared OMol25 entry of this formula, charge and spin): 322.32 kJ/mol. As for the total energy: -9367.8532 eV. The total charge is 0. The spin multiplicity is 1. The value obtained for the HOMO energy is -8.6 eV. As for the LUMO energy: 0.7 eV.

Geometry as XYZ:
```
19
C4H12N2O wB97M-V/def2-TZVPD
C 3.048 1.632 -0.564
C 1.990 0.539 -0.256
C 0.468 0.794 -0.213
C -0.234 1.912 -0.362
N -1.617 2.100 -0.681
N -0.207 -0.520 -0.018
H 2.640 2.608 -0.935
H 3.795 1.393 -1.398
H 3.621 1.926 0.384
H 2.196 0.052 0.655
H 2.111 -0.317 -0.825
H 0.586 2.866 -0.073
H -2.095 1.261 -0.286
H -1.515 1.842 -1.649
H -0.307 -0.636 0.981
H 0.461 -1.258 -0.306
H -3.103 -5.749 2.227
H -3.105 -4.191 2.106
O -3.018 -5.015 1.548
```

These are the natural (NBO) partial charges, in e, on atoms 1 to 2:
1 C -0.63
2 C -0.45